one | 68
Properties=species:S:1:pos:R:3 method="wB97M-V/def2-TZVPD" total_charge=+3 multiplicity=1
Pd 0.50945 0.32708 0.85940
C 3.74950 -0.13814 -0.75862
As 2.78164 0.83639 0.58997
C 2.98556 2.68450 0.07486
C 3.71767 0.64253 2.25763
C 5.10346 0.63013 2.36010
C 5.69337 0.51014 3.61081
C 4.90648 0.40533 4.75018
C 3.52197 0.41971 4.65108
C 2.92781 0.53619 3.40003
As 1.01567 0.58977 3.15906
C 0.29828 -0.75014 4.34831
C 0.43421 2.28522 3.90857
H 4.69307 0.36429 -0.96719
H 3.13926 -0.15330 -1.66027
H 3.94724 -1.14749 -0.40446
H 4.03198 2.97088 0.17219
H 2.37553 3.31108 0.72155
H 2.66222 2.80112 -0.95813
H 5.72840 0.71728 1.47932
H 6.77134 0.49979 3.69863
H 5.37441 0.31149 5.72080
H 2.92209 0.33895 5.54953
H 0.49967 -0.46738 5.38039
H 0.76444 -1.70917 4.13409
H -0.77846 -0.82318 4.20607
H 1.30795 2.85848 4.21232
H -0.19560 2.11000 4.77897
H -0.11977 2.85157 3.16357
N -1.62738 0.44443 0.94830
C -2.15466 0.39309 -0.45466
C -3.17520 1.49526 -0.78043
C -4.60657 1.01091 -1.04952
C -5.31003 1.92561 -2.04800
N -4.74381 1.72622 -3.38595
C -5.40392 1.56887 -4.52789
N -6.72765 1.68480 -4.59557
N -4.72094 1.28225 -5.63815
C -1.04008 0.37476 -1.53031
O -1.39880 0.48911 -2.68835
O 0.17392 0.14971 -1.14442
H -2.11957 -0.23150 1.52263
H -1.84483 1.35371 1.34591
H -2.63043 -0.58364 -0.57426
H -2.79902 1.99540 -1.67171
H -3.17877 2.25834 0.00313
H -5.19166 0.97012 -0.13003
H -4.59210 0.00171 -1.46717
H -5.18905 2.97158 -1.75770
H -6.37669 1.71396 -2.06608
H -3.73548 1.65919 -3.43886
H -7.27721 1.98212 -3.80986
H -7.20891 1.57754 -5.47279
H -3.71837 1.20219 -5.62670
H -5.17749 1.22878 -6.53275
N 2.62243 -5.23560 -2.13360
C 1.37149 -4.66314 -1.49697
C 1.66296 -3.35948 -0.74461
N 0.51824 -2.86907 -0.00023
H 2.40919 -6.06936 -2.68764
H 3.31166 -5.50762 -1.42840
H 3.06895 -4.56076 -2.75925
H 0.98832 -5.43245 -0.82861
H 0.65770 -4.51040 -2.30451
H 1.96218 -2.58419 -1.45410
H 2.49713 -3.51502 -0.05345
H 0.16466 -3.56568 0.64528
H -0.22911 -2.58485 -0.62149

=====

two | 68
Properties=species:S:1:pos:R:3 method="wB97M-V/def2-TZVPD" total_charge=+3 multiplicity=1
Pd -0.28053 -1.28837 -1.11840
C 3.16831 -0.18597 -0.55274
As 2.03285 -1.68443 -1.00578
C 2.72459 -2.32263 -2.69415
C 2.41442 -3.02375 0.31849
C 3.67764 -3.23800 0.85073
C 3.84907 -4.22885 1.80899
C 2.77107 -4.99812 2.22679
C 1.50823 -4.79299 1.68668
C 1.33266 -3.79971 0.73429
As -0.34726 -3.46028 -0.12920
C -0.71385 -5.00444 -1.23154
C -1.69836 -3.44367 1.25184
H 4.21040 -0.47508 -0.68606
H 3.00040 0.08152 0.48833
H 2.96217 0.65846 -1.20827
H 3.74240 -2.68382 -2.55023
H 2.72476 -1.50673 -3.41492
H 2.10226 -3.13525 -3.06205
H 4.52754 -2.64660 0.53300
H 4.82880 -4.40106 2.23331
H 2.91470 -5.76274 2.97795
H 0.67637 -5.40272 2.01752
H -0.65164 -5.90874 -0.62741
H 0.01412 -5.06401 -2.03810
H -1.71680 -4.92476 -1.64883
H -1.68054 -4.38787 1.79490
H -2.68733 -3.32409 0.80972
H -1.47415 -2.59754 1.90079
N -0.08120 0.90859 -1.26984
C -0.05479 1.30321 0.17617
C -0.42176 2.75810 0.44899
C 0.62535 3.77702 0.00444
C 0.27875 5.20775 0.42273
N 0.34864 5.43704 1.86818
C 1.37704 5.96653 2.53160
N 2.53324 6.21341 1.92127
N 1.25644 6.23182 3.83031
C -1.03656 0.32257 0.87894
O -2.22215 0.39216 0.45325
O -0.54258 -0.46271 1.69659
H 0.70708 1.28834 -1.78411
H -0.91653 1.29710 -1.69788
H 0.94849 1.09848 0.54739
H -0.57106 2.83803 1.53030
H -1.39239 2.97543 -0.00880
H 0.72662 3.77674 -1.08519
H 1.60411 3.50663 0.41388
H -0.73765 5.45459 0.11485
H 0.91616 5.93451 -0.08172
H -0.48971 5.27162 2.40140
H 2.65958 6.03918 0.94071
H 3.27849 6.68958 2.40238
H 0.37794 6.13189 4.31040
H 2.01648 6.63297 4.35459
N -5.61101 0.65112 -2.19028
C -4.75986 -0.53861 -1.81738
C -3.28220 -0.27626 -2.10656
N -2.46496 -1.36157 -1.54627
H -6.59808 0.47302 -1.98298
H -5.54571 0.87470 -3.18680
H -5.33163 1.48056 -1.66010
H -5.15166 -1.39185 -2.36927
H -4.91102 -0.69789 -0.75007
H -2.97887 0.63468 -1.58961
H -3.09745 -0.19846 -3.17951
H -2.64946 -2.23005 -2.04120
H -2.73842 -1.45770 -0.56645

=====

It is one that is most stable; the runner-up trails by 0.0236 hartree.

=====

one | 10
Properties=species:S:1:pos:R:3 method="wB97M-V/def2-TZVPD" total_charge=0 smiles="O=CO.C=N" multiplicity=1
O 5.65574 2.63714 0.71631
C 4.50999 2.49127 0.39721
O 3.52570 2.10644 1.04873
H 4.60984 2.72553 -0.65449
H 3.15935 1.35765 0.65489
C -4.35363 -2.59155 -0.27120
N -4.94223 -1.39379 -0.38789
H -3.40844 -2.82903 -0.81672
H -4.44913 -3.74224 0.12280
H -4.30719 -0.76142 -0.80964

=====

two | 10
Properties=species:S:1:pos:R:3 method="wB97M-V/def2-TZVPD" total_charge=0 smiles="O=CO.C=N" multiplicity=1
O 0.21595 -2.01432 0.77275
C 1.29130 -1.57701 1.01514
O 2.04800 -0.94344 0.08757
H 1.79984 -1.63577 1.99368
H 2.86475 -0.63698 0.49875
C -1.37995 1.59975 -0.71360
N -1.71093 0.55221 -1.32864
H -0.32881 1.77293 -0.48601
H -2.07984 2.36598 -0.36880
H -2.72032 0.51665 -1.47086

=====

It is two that is most stable; the runner-up trails by 0.0902 hartree.

=====

one | 10
Properties=species:S:1:pos:R:3 method="wB97M-V/def2-TZVPD" total_charge=0 multiplicity=1
C -1.02278 0.91448 -1.45934
N 0.16499 0.48694 -1.45909
H -1.75939 0.43390 -0.82816
H -1.33102 1.74814 -2.08361
H 0.84589 1.07561 -1.91833
H 0.62463 -0.26746 -0.58601
O 1.11610 -0.90898 0.36777
C 0.31674 -0.68185 1.34970
O -0.64090 0.08571 1.38505
H 0.51331 -1.28780 2.25825

=====

two | 10
Properties=species:S:1:pos:R:3 method="wB97M-V/def2-TZVPD" total_charge=0 smiles="CO/C=N/O" multiplicity=1
C 1.68293 -0.38371 -0.04525
O 0.90621 0.80457 -0.00660
C -0.48109 0.80920 0.07605
N -1.21115 -0.22606 0.07934
O -2.57662 0.05079 -0.11006
H 2.04747 -0.58299 1.04840
H 1.11936 -1.25058 -0.42465
H 2.54990 -0.24515 -0.73693
H -0.99973 1.79038 -0.11772
H -3.03727 -0.76646 0.23741

=====

three | 10
Properties=species:S:1:pos:R:3 method="wB97M-V/def2-TZVPD" total_charge=0 smiles="CONC=O" multiplicity=1
C -1.37707 0.29177 1.08950
O -0.77637 -0.65717 0.23331
N -0.31376 0.00816 -0.89453
C 1.12728 0.07995 -0.75866
O 1.69343 0.27749 0.22700
H -1.50336 -0.47737 1.97532
H -2.35990 0.69498 0.64129
H -0.65900 1.04430 1.37144
H -0.70608 -0.63750 -1.55228
H 1.58696 0.12558 -1.84150

=====

It is one that is most stable; the runner-up trails by 0.0666 hartree.

=====

one | 10
Properties=species:S:1:pos:R:3 method="wB97M-V/def2-TZVPD" total_charge=0 smiles="C=CNOO" multiplicity=1
C 0.46791 -0.89260 1.22854
C -0.14858 -0.52079 -0.06353
N -0.71834 0.78390 -0.06603
O -1.27192 1.27035 -1.13359
O -0.18781 1.83481 -2.11392
H 0.62094 -1.91279 1.41889
H 0.79077 -0.15811 2.01743
H -0.56439 -1.02743 -0.84140
H -0.43515 1.55885 0.55131
H -0.88642 2.29532 -2.58316

=====

two | 10
Properties=species:S:1:pos:R:3 method="wB97M-V/def2-TZVPD" total_charge=0 smiles="CC(=O)NO" multiplicity=1
C 0.79352 0.34629 0.47340
C 0.14699 -0.60486 -0.41454
O 0.68257 -1.28461 -1.24094
N -1.18343 -0.72485 -0.19588
O -1.91580 -1.51273 -1.12462
H 0.30597 0.53036 1.35871
H 1.98000 0.10674 0.65012
H 0.85275 1.16910 -0.13431
H -1.74409 -0.17872 0.43870
H -1.41783 -1.79115 -1.96630

=====

It is two that is most stable; the runner-up trails by 0.1432 hartree.

=====

one | 22
Properties=species:S:1:pos:R:3 method="wB97M-V/def2-TZVPD" total_charge=+1 multiplicity=2
C -0.92979 -0.51397 -2.02187
O -1.53206 -0.92752 -0.77984
C 0.56828 -0.26756 -1.88054
C 1.33793 -1.54763 -1.55137
H -1.40652 0.39947 -2.38235
H -1.05515 -1.41199 -2.62544
H 0.75571 0.44345 -1.06746
H 0.96403 0.19809 -2.78398
H 2.40482 -1.39286 -1.36971
H 1.25721 -2.26400 -2.36937
H 0.95904 -2.04111 -0.65281
C -0.41786 1.30002 1.50972
C 0.67084 0.51721 1.84362
N 1.96455 0.79741 1.61278
N -1.69670 0.85307 1.67017
H -0.32886 2.32272 1.16073
H 0.50146 -0.31816 2.51687
H 2.50474 -0.05880 1.50389
H 2.16661 1.50155 0.90323
H -1.67221 -0.16247 -0.21847
H -2.31278 1.56732 2.05943
H -1.71898 0.04897 2.30240

=====

two | 22
Properties=species:S:1:pos:R:3 method="wB97M-V/def2-TZVPD" total_charge=+1 multiplicity=2
N -2.08140 1.61733 -0.69021
C -0.85559 0.90254 -0.25288
C 0.40630 1.84483 -0.34547
C -0.71249 -0.31645 -1.09157
N 0.62913 -0.99023 -0.81142
C 0.69157 -2.09367 0.28603
C 0.75282 -1.27125 1.60760
O 1.89308 -0.52379 1.69459
H -1.85198 2.46906 -1.34114
H -2.50583 2.02951 0.09728
H -1.04115 0.71139 0.85895
H 1.18003 1.51036 -1.05413
H 0.08654 2.79285 -0.58780
H 0.77425 1.84576 0.67784
H -0.81246 -0.02295 -2.15198
H -1.56922 -0.91765 -0.77814
H 0.87444 -1.45235 -1.82749
H -0.11133 -2.87710 0.34881
H 1.66202 -2.63787 0.15406
H -0.08606 -0.68269 1.95166
H 0.86115 -2.00443 2.46461
H 1.81618 0.06680 0.79079

=====

It is one that is most stable; the runner-up trails by 0.1156 hartree.

=====

one | 23
Properties=species:S:1:pos:R:3 method="wB97M-V/def2-TZVPD" total_charge=+2 multiplicity=2
N 1.19003 -0.17586 -0.10303
C -0.28300 0.29062 -0.05332
C -0.89962 -0.94101 -0.76627
C -2.29673 -1.20270 -0.40496
O -2.27192 -1.70244 0.88207
C -0.36621 1.59649 -0.72701
N 0.84002 2.45868 -0.68314
H 1.80366 0.79220 0.02141
H 1.43620 -0.69926 0.73634
H 1.58253 -0.71810 -0.87077
H -0.61262 0.53597 1.10667
H -0.73752 -0.81119 -1.76890
H -0.32345 -1.91218 -0.59211
H -2.91447 -0.25007 -0.02418
H -2.92616 -1.80773 -1.15599
H -3.25085 -1.76773 1.24665
H -1.30974 2.22704 -0.40208
H -0.45109 1.37749 -1.96548
H 0.71321 3.16250 -0.05200
H 1.06503 2.88653 -1.55060
H 3.83000 0.32085 1.28388
H 3.57442 -1.02223 2.07952
O 3.19492 -0.39184 1.50796

=====

two | 23
Properties=species:S:1:pos:R:3 method="wB97M-V/def2-TZVPD" total_charge=+2 multiplicity=2
C -1.41016 -1.28562 -0.13689
O -2.17248 -1.72748 0.95521
C -1.21126 0.27251 0.01863
C -0.91838 0.79315 -1.41308
C 0.61274 0.48701 -1.76862
N 1.66607 1.15021 -0.95202
N -0.17206 0.51698 1.02390
H -0.42888 -1.80137 -0.01172
H -2.01316 -1.51375 -1.16560
H -2.27937 -2.70207 0.81487
H -2.21609 0.53963 0.44011
H -1.40515 0.27430 -2.14726
H -0.97968 1.95622 -1.41480
H 0.82874 -0.45007 -1.59103
H 0.85526 0.69986 -2.86431
H 2.52644 0.62381 -0.90501
H 1.85522 2.14596 -1.08566
H 0.76267 1.07029 0.65386
H 0.05428 -0.37088 1.54324
H -0.60574 1.26254 1.61505
H 2.00414 -0.98704 3.34191
H 2.78135 -0.54851 2.39508
O 1.86548 -0.40565 2.65415

=====

It is two that is most stable; the runner-up trails by 0.0218 hartree.